# 1
{"formula": "C25H76F5N7O18S3", "method": "ωB97M-V with the def2-TZVPD basis set", "elements": ["C", "F", "F", "F", "S", "O", "O", "O", "N", "S", "O", "O", "F", "S", "O", "O", "F", "C", "C", "C", "O", "C", "N", "H", "H", "H", "H", "H", "H", "H", "H", "H", "H", "H", "C", "C", "C", "O", "C", "N", "H", "H", "H", "H", "H", "H", "H", "H", "H", "H", "H", "C", "C", "C", "O", "C", "N", "H", "H", "H", "H", "H", "H", "H", "H", "H", "H", "H", "C", "C", "C", "O", "C", "N", "H", "H", "H", "H", "H", "H", "H", "H", "H", "H", "H", "C", "C", "C", "O", "C", "N", "H", "H", "H", "H", "H", "H", "H", "H", "H", "H", "H", "C", "C", "C", "O", "C", "N", "H", "H", "H", "H", "H", "H", "H", "H", "H", "H", "H", "O", "H", "H", "O", "H", "H", "O", "H", "H", "O", "H", "H", "O", "H", "H"], "coordinates": [[-0.98844, 2.52783, 1.52552], [-1.32790, 2.25519, 2.79759], [-2.13030, 2.91941, 0.98594], [-0.21166, 3.62013, 1.53767], [-0.18837, 1.00819, 0.70874], [-0.07390, 1.27230, -0.71174], [1.03434, 1.07567, 1.46713], [-1.14724, 0.00695, 1.06053], [-4.09106, -10.39964, -7.83001], [-3.58425, -8.93087, -8.04771], [-2.18798, -8.96935, -7.74519], [-4.49791, -7.94318, -7.64666], [-3.51851, -8.51307, -9.66563], [-5.49998, -10.55690, -7.16608], [-5.69492, -9.77758, -6.01374], [-5.75168, -11.93420, -7.01169], [-6.46183, -10.00098, -8.24583], [-0.22434, 7.48627, -5.24542], [-0.02771, 6.86739, -3.88567], [-1.09523, 5.85165, -3.44029], [-0.94424, 5.50618, -2.09694], [-1.58659, 4.34022, -1.80049], [1.36346, 6.28676, -3.72920], [-1.31122, 7.63680, -5.46453], [0.21025, 6.79689, -6.05531], [0.38632, 8.42233, -5.26295], [-0.17811, 7.61123, -3.09633], [-1.05934, 4.90572, -4.03599], [-2.13002, 6.23159, -3.46533], [-2.55117, 4.24391, -2.32837], [-1.82308, 4.26085, -0.72778], [-0.98052, 3.46157, -2.10589], [1.65088, 6.12529, -2.79133], [1.30451, 5.33426, -4.13120], [-1.81630, -1.86993, -4.59079], [-1.97323, -0.70314, -3.61392], [-3.45303, -0.66312, -3.19307], [-4.23084, -0.31666, -4.30464], [-5.57285, -0.53320, -3.99690], [-0.94745, -0.87433, -2.62749], [-0.86588, -1.89283, -5.10089], [-2.55434, -1.85663, -5.30992], [-1.83541, -2.76903, -4.01512], [-1.80313, 0.19799, -4.17742], [-3.44877, 0.07516, -2.37077], [-3.76295, -1.66256, -2.74952], [-6.13217, -0.23092, -4.85790], [-5.95294, 0.09534, -3.11195], [-5.89060, -1.62951, -3.76700], [-0.91166, -0.19459, -1.86884], [-0.91540, -1.86618, -2.41521], [4.04333, -3.43483, 4.54175], [4.28211, -3.35010, 2.93621], [4.13467, -1.89488, 2.47155], [4.26754, -1.76072, 1.10283], [3.56412, -0.62911, 0.57379], [5.52040, -3.99657, 2.63822], [3.18532, -2.90265, 4.89473], [4.97207, -3.15938, 5.05362], [3.91460, -4.50709, 4.57377], [3.44799, -3.90106, 2.46814], [4.91093, -1.28851, 3.07577], [3.23034, -1.43645, 2.88932], [2.47002, -0.83470, 0.75029], [3.77991, -0.50206, -0.44740], [3.85546, 0.32274, 0.97690], [5.55039, -4.15307, 1.62742], [6.22948, -3.23324, 2.75423], [-4.42607, -0.50849, 2.36936], [-4.61479, -1.89677, 1.66265], [-3.27040, -2.56203, 1.34244], [-3.47418, -3.79721, 0.53889], [-2.30320, -4.36489, 0.02048], [-5.41410, -2.73162, 2.48643], [-5.46821, -0.17121, 2.40038], [-3.69541, 0.06390, 1.74013], [-4.06031, -0.62448, 3.37961], [-5.09724, -1.62359, 0.72681], [-2.79608, -2.89282, 2.29444], [-2.60646, -1.89001, 0.82818], [-2.48078, -5.40327, -0.20797], [-1.48441, -4.26662, 0.71336], [-2.02696, -3.81842, -0.92541], [-6.07647, -2.30825, 3.10429], [-5.85803, -3.45038, 1.96106], [2.71173, 2.87219, 5.72533], [1.71400, 1.77252, 6.12419], [1.90542, 0.62232, 5.10192], [1.00946, -0.42918, 5.39080], [0.57622, -1.23436, 4.29701], [2.04443, 1.18111, 7.35851], [2.81534, 3.52097, 6.60380], [2.30493, 3.36574, 4.88162], [3.69445, 2.40516, 5.63115], [0.69711, 2.10110, 6.02097], [2.97543, 0.36430, 5.15871], [1.77642, 0.92480, 4.07523], [0.07327, -0.66662, 3.51227], [-0.12817, -2.01400, 4.67583], [1.38135, -1.85442, 3.91844], [1.83206, 1.71052, 8.22370], [1.71072, 0.26776, 7.43276], [3.39758, 4.77845, 2.37368], [2.52777, 6.03405, 2.08475], [1.32174, 6.09879, 3.01510], [1.66156, 6.10564, 4.49071], [0.66024, 5.48924, 5.29828], [3.29878, 7.24987, 2.33004], [3.55177, 4.46061, 3.44150], [4.41709, 4.86163, 1.85689], [2.84370, 3.94312, 1.86033], [2.12891, 6.03314, 1.07634], [0.65021, 5.26290, 2.84206], [0.83843, 7.09411, 2.85020], [1.16105, 5.18768, 6.21951], [0.23403, 4.58764, 4.86897], [-0.18017, 6.11120, 5.54146], [3.35879, 7.47708, 3.29778], [4.23304, 7.24350, 2.01722], [3.75246, 2.73836, -2.33587], [3.81150, 2.82170, -1.36700], [3.47836, 1.90288, -2.60848], [0.26683, 2.76717, -4.65995], [-0.56392, 2.80139, -4.12074], [0.86271, 2.26262, -3.99755], [6.49346, -12.09493, 5.10854], [6.64616, -11.21948, 5.45922], [5.55347, -12.13099, 4.87325], [1.83323, 0.71525, -3.01409], [1.65001, 0.95714, -2.12278], [1.16818, -0.00397, -3.13154], [0.71406, -7.86969, -7.89887], [0.47586, -7.97370, -6.98833], [-0.16195, -8.02916, -8.37372]], "spin_multiplicity": 1, "charge": -2, "orbital_gap_ev": 8.9, "lumo_energy_ha": 0.1101, "homo_ev": -5.92}

=====

# 2
{"formula": "C25H76O13", "method": "ωB97M-V with the def2-TZVPD basis set", "elements": ["C", "O", "H", "H", "H", "H", "C", "O", "H", "H", "H", "H", "C", "O", "H", "H", "H", "H", "C", "O", "H", "H", "H", "H", "C", "O", "H", "H", "H", "H", "C", "O", "H", "H", "H", "H", "C", "O", "H", "H", "H", "H", "C", "C", "C", "O", "H", "H", "H", "H", "H", "H", "H", "H", "C", "C", "C", "O", "H", "H", "H", "H", "H", "H", "H", "H", "C", "C", "C", "O", "H", "H", "H", "H", "H", "H", "H", "H", "C", "C", "C", "O", "H", "H", "H", "H", "H", "H", "H", "H", "C", "C", "C", "O", "H", "H", "H", "H", "H", "H", "H", "H", "C", "C", "C", "O", "H", "H", "H", "H", "H", "H", "H", "H"], "coordinates": [[-3.68568, -0.82693, -8.80954], [-3.70045, -1.07769, -7.42666], [-4.18169, -1.64413, -9.33324], [-4.11046, 0.15822, -9.00224], [-2.63794, -0.88579, -9.10430], [-3.92951, -0.27453, -6.95328], [2.67116, -2.57528, -2.80558], [2.00485, -1.66254, -3.64915], [3.56618, -3.00870, -3.25188], [2.91664, -2.05131, -1.88185], [1.95914, -3.37015, -2.58356], [1.13783, -1.53007, -3.25886], [-1.37870, 6.05922, -3.96984], [-1.84884, 4.90309, -3.25957], [-1.27406, 5.87599, -5.03923], [-2.11957, 6.85585, -3.90196], [-0.40948, 6.35009, -3.56474], [-2.01875, 5.16068, -2.35051], [-5.63500, 2.38855, -5.22943], [-4.29381, 2.10533, -5.02742], [-6.26524, 1.50354, -5.31689], [-6.02169, 2.86667, -4.32943], [-5.88919, 2.99593, -6.09809], [-3.88828, 2.93458, -4.76382], [-6.64937, -2.88746, -3.35397], [-7.96120, -2.66992, -2.93358], [-6.35331, -3.91393, -3.13764], [-6.54933, -2.83547, -4.43812], [-5.93627, -2.20257, -2.89515], [-8.39833, -2.26070, -3.68395], [-1.21857, -6.84438, -2.59908], [-2.11265, -7.26806, -3.57875], [-0.17285, -6.96685, -2.88118], [-1.37306, -5.77134, -2.48585], [-1.37699, -7.38940, -1.66852], [-2.37146, -6.49167, -4.08059], [-3.33680, 4.50182, 1.08258], [-2.39953, 5.35184, 0.53359], [-4.23223, 5.11237, 1.19887], [-3.59294, 3.58235, 0.55622], [-3.02083, 4.21615, 2.08590], [-2.32459, 6.14982, 1.06200], [-1.67396, -2.25317, -0.26306], [-1.89428, -0.96179, -1.04593], [-0.84838, 0.14232, -0.67754], [-1.71177, -1.21815, -2.43296], [-1.76639, -1.94582, 0.77862], [-0.64999, -2.53139, -0.51245], [-2.36450, -3.05163, -0.53460], [-2.89966, -0.55020, -0.95702], [-0.83664, 1.02845, -1.31218], [0.16546, -0.19661, -0.46453], [-1.27982, 0.53730, 0.24221], [-2.21891, -0.56114, -2.91539], [2.09302, 3.93982, 6.08711], [2.44751, 2.91060, 4.97685], [1.85449, 3.30947, 3.63524], [3.85529, 2.97965, 4.88466], [2.52543, 3.66571, 7.04939], [1.01315, 4.03123, 6.20383], [2.42268, 4.94122, 5.81031], [2.09749, 1.89174, 5.14271], [0.78376, 3.22896, 3.82276], [2.07238, 2.64072, 2.80254], [2.18253, 4.29331, 3.29977], [4.33037, 2.82678, 5.70473], [-2.34027, -1.03221, 5.72297], [-2.69681, 0.44492, 5.83206], [-3.81768, 0.85884, 4.81744], [-3.18510, 0.84295, 7.10591], [-1.70211, -1.30404, 4.88217], [-3.24032, -1.64684, 5.70750], [-1.82483, -1.31200, 6.64174], [-1.78908, 1.00070, 5.59702], [-3.52575, 0.64809, 3.78864], [-4.02811, 1.92092, 4.94326], [-4.74624, 0.37485, 5.12019], [-2.42688, 0.79408, 7.69268], [3.60029, -7.46311, 2.48229], [2.51102, -7.11570, 1.44383], [1.19471, -6.56601, 2.05295], [3.06217, -6.19723, 0.53686], [3.16824, -8.11159, 3.24447], [3.84666, -6.49936, 2.92791], [4.51809, -7.86335, 2.05155], [2.26732, -8.00085, 0.85628], [0.46873, -6.26428, 1.29796], [1.35277, -5.58364, 2.49797], [0.75422, -7.27169, 2.75727], [3.95391, -6.52996, 0.41162], [3.87334, -1.56278, 2.80233], [5.23306, -1.61453, 3.50934], [6.38910, -0.82529, 2.79145], [5.02167, -1.04202, 4.72899], [3.07083, -1.50980, 3.53805], [3.65087, -2.51958, 2.32996], [3.76793, -0.67463, 2.17930], [5.60927, -2.62972, 3.63573], [7.35385, -1.00415, 3.26618], [6.17965, 0.24225, 2.85933], [6.55364, -1.03715, 1.73497], [5.19941, -0.11238, 4.56841], [5.30519, 5.29805, -3.00923], [4.18473, 5.92236, -2.19085], [3.09061, 4.92019, -1.74470], [4.77883, 6.35715, -0.95674], [5.71719, 4.43756, -2.48205], [6.08062, 6.03918, -3.20296], [4.93599, 4.90297, -3.95565], [3.79384, 6.81550, -2.67830], [2.62260, 4.42975, -2.59825], [2.34293, 5.50867, -1.21296], [3.51871, 4.18896, -1.05904], [5.06482, 5.58536, -0.46263]], "spin_multiplicity": 1, "orbital_gap_ev": 10.0, "lumo_energy_ha": 0.0049, "relative_energy_kj_mol": 370.26, "homo_ev": -9.89}